Below is a gas-phase ion, C6H10N4O (charge +2), with properties calculated with ωB97M-V/def2-TZVPD.

Calculated values
ΔE to the lowest compared entry with this formula, charge and spin (eV): 2.752
Multiplicity: 1
Calculated total energy (Eh): -528.11603
HOMO level (spin up / spin down) (eV): -17.579 / -17.579
HOMO-LUMO gap (spin up / spin down) (eV): 8.1619 / 8.1628
Total charge: +2

Structure (XYZ):
```
21
Properties=species:S:1:pos:R:3:lowdin_charge:R:1
C 2.32403 0.73283 0.27874 -0.10
C 1.30259 1.42181 -0.36251 -0.08
C -0.40995 -0.64492 -0.14477 -0.30
C 1.92863 -1.55775 -0.15176 -0.13
C -2.28955 0.52368 -0.37908 -0.05
C -0.34157 0.29190 0.86022 -0.05
N 2.53703 -0.47233 0.45342 0.15
N -1.65738 -0.66018 -0.67172 0.10
N 0.54863 -1.41231 -0.67686 0.15
N -1.59338 1.04715 0.95973 0.15
O 0.96342 2.15270 -1.13639 0.36
H 2.94557 1.55659 0.73935 0.20
H 2.52483 -1.90458 -1.04071 0.19
H 1.87396 -2.40875 0.58496 0.18
H -2.19969 1.28269 -1.05301 0.11
H -3.42742 0.20707 -0.13018 0.21
H 0.21442 0.36037 1.76652 0.14
H -1.88507 -1.36246 -1.36474 0.20
H 0.20430 -1.98603 -1.37740 0.14
H -1.51722 2.13616 1.05425 0.25
H -2.04619 0.69637 1.79195 0.18
```

=====

Below is C6H10N4OS in the gas phase, with properties calculated with ωB97M-V/def2-TZVPD.

Calculated values
ΔE to the lowest compared entry with this formula, charge and spin (eV): 6.008
Multiplicity: 1
Calculated total energy (Eh): -926.87557
SMILES: CNN/N=N\C(=S)/C=C/C(C)=O
HOMO level (eV): -8.483
HOMO-LUMO gap (eV): 7.4091
Total charge: 0

Structure (XYZ):
```
22
Properties=species:S:1:pos:R:3:lowdin_charge:R:1
C 0.95716 0.63764 -1.72321 0.03
C 0.77080 1.11699 -0.47990 -0.10
C 1.09193 1.69125 -2.80137 -0.44
C 0.56019 0.18724 0.63180 -0.77
C 1.78496 1.29760 -4.05581 -0.02
C -2.56030 -1.13931 3.12920 -0.11
N 0.48883 -1.08708 0.40702 -0.02
N 0.07727 -2.10073 0.97610 0.03
N -0.86599 -2.08113 1.91085 -0.03
N -1.47698 -0.84761 2.25454 -0.10
O 0.61361 2.80019 -2.60019 0.07
S 1.04058 0.74847 2.14041 0.72
H 0.98322 -0.43675 -1.76456 0.10
H 0.86192 2.06121 -0.18335 0.05
H 2.72286 1.92791 -4.09322 0.12
H 1.19178 1.58753 -4.99498 0.12
H 2.04511 0.32279 -4.12125 0.03
H -3.16093 -0.37228 3.29843 0.04
H -3.25295 -1.86844 2.86198 0.08
H -2.25881 -1.45718 4.05668 0.06
H -0.98941 -2.80796 2.62866 0.16
H -0.62485 -0.18036 2.52217 -0.02
```

=====

Below is 2 unconnected molecules or ions with the total composition C6H10N5O, with properties calculated with ωB97M-V/def2-TZVPD.

Calculated values
ΔE to the lowest compared entry with this formula, charge and spin (eV): 1.508
<S²>: 2.010
Multiplicity: 3
Calculated total energy (Eh): -583.08917
HOMO level (spin up / spin down) (eV): -11.032 / -13.219
HOMO-LUMO gap (spin up / spin down) (eV): 7.7740 / 5.8151
Total charge: +1

Structure (XYZ):
```
22
Properties=species:S:1:pos:R:3:lowdin_charge:R:1
C -1.87915 -0.49969 0.30091 0.04
C 2.79377 -0.67227 4.64522 0.20
C -1.55571 1.17046 -1.37373 -0.17
C -0.40507 0.41678 -1.88448 -0.15
C -0.44910 -1.08523 0.02452 -0.12
C 1.38896 0.35594 -0.17078 -0.13
N -2.24191 0.47611 -0.37848 0.13
N 1.66940 -0.90933 4.36750 -0.20
N 0.25723 -0.88961 1.30608 -0.01
N 0.34716 -0.28975 -0.90744 0.05
N 1.18873 -0.03036 1.21544 0.04
O 0.53985 -1.12640 4.07003 0.00
H -2.43216 -0.78934 1.09036 0.11
H 3.67387 -0.10677 4.71343 0.07
H -1.16452 2.25882 -1.03205 0.20
H -2.15003 1.33797 -2.26000 0.14
H -0.72317 -0.23567 -2.71815 0.17
H 0.20915 1.05636 -2.35340 0.10
H -0.42253 -2.09220 -0.09655 0.14
H 2.35992 0.03580 -0.36769 0.12
H 0.25055 -1.27774 2.24672 0.11
H 1.57244 1.42173 -0.53319 0.17
```